No. 1
This record from OMol25 describes a structure of composition C17H30CsNSi. The level of theory is wB97M-V/def2-TZVPD.

```
50
Properties=species:S:1:pos:R:3:forces:R:3
Cs -1.762773 -4.408773 -3.526773 6.1 -2.5 -11.5
Si -1.499945 -0.530770 1.462378 1.0 0.5 0.1
N 5.123699 0.394073 -0.469028 -2.2 -0.6 0.1
C 0.843935 3.081286 -0.728219 0.5 0.3 -1.5
C -2.022594 0.825626 0.164691 -0.2 0.5 -0.6
C 0.383455 -0.273100 1.931216 0.6 -0.4 -0.4
C 2.555047 0.961132 -0.707074 -0.4 0.0 -0.8
C 1.498177 1.844559 -1.600378 0.8 -0.3 -0.1
C -1.868966 3.528536 -0.409223 -0.5 -0.7 -0.9
C 4.007763 0.721282 -1.436445 0.6 0.0 1.1
C -1.591503 -2.239651 0.547911 -0.5 -3.0 -2.0
C -0.724978 -3.508709 1.123081 -2.7 -0.7 -4.1
C -2.563000 -2.281238 -0.802282 2.1 -4.3 1.1
C -0.817565 -4.923480 0.254161 -2.3 3.9 -1.0
C -2.650968 -3.682901 -1.657036 -1.0 4.2 8.8
C 4.647265 -0.434720 0.703224 1.0 0.4 -0.4
C -1.759459 -4.953523 -1.117510 0.8 0.9 4.7
C -0.589131 3.453918 -1.430427 0.3 1.3 -0.1
C -2.502438 -0.471057 3.105927 -0.3 -0.3 1.6
C -1.915542 2.357890 0.737528 -0.7 0.1 0.8
H -0.181713 -5.839938 0.625515 -1.5 1.9 -1.1
H -0.764064 2.759143 -2.380159 0.2 1.3 2.3
H -3.129808 0.620035 -0.154530 2.0 0.5 0.4
H 1.579655 4.008539 -0.882959 -1.6 -2.0 0.5
H 2.112363 2.285350 -2.519227 -1.4 -0.7 1.9
H -2.144611 -1.360745 3.817141 -0.8 1.8 -1.6
H 2.729136 1.550217 0.295397 -0.3 -1.4 -1.8
H -1.952460 4.609114 0.035365 0.3 -2.2 -0.6
H -1.318231 0.657576 -0.768579 -1.4 0.5 1.7
H -1.028731 2.411245 1.520099 -1.7 0.1 -1.8
H 0.803578 2.896617 0.426361 -0.1 0.1 -2.3
H -3.317874 -3.684822 -2.619483 -1.0 0.9 4.7
H -2.841464 3.369575 -1.083162 2.0 0.4 1.5
H 0.673483 1.141834 -2.099853 1.6 1.6 1.3
H -0.075858 -3.392666 2.104866 -1.5 -0.3 -2.4
H -2.902982 2.557691 1.377886 2.1 -0.4 -1.3
H -3.662773 -0.574714 2.973602 2.2 0.3 0.3
H -1.794159 -5.964566 -1.749831 0.0 2.1 2.4
H 2.061896 -0.102424 -0.556610 1.1 2.3 0.2
H 3.833340 -1.236065 0.446822 1.0 1.2 0.5
H 4.278388 0.297520 1.554853 0.3 -1.6 -1.2
H 0.603555 -0.507490 3.062312 -0.3 0.6 -2.2
H 5.575759 -1.026859 1.136068 -1.8 1.2 -0.7
H 0.686169 0.816476 1.629364 -0.3 -2.1 0.8
H 1.013994 -1.019303 1.254030 -1.1 1.7 1.5
H -2.225260 0.519817 3.709767 -0.8 -2.0 -1.4
H -3.169696 -1.336538 -1.173603 1.5 -2.2 1.0
H 4.323205 1.691440 -2.030262 -0.7 -1.8 1.0
H 3.906355 -0.158273 -2.215288 -0.2 1.3 0.9
H -0.461675 4.551838 -1.881628 -0.4 -2.4 0.9
```
Positions in Å, forces in eV/Å.

Summary:
max |F| = 0.2573 Eh/bohr
energy relative to the best compared isomer or geometry (same formula, charge and spin) = 9.633 eV
frontier orbital gap = 1.812 eV
total charge = 0

=====

No. 2
This record from OMol25 describes a cluster of 5 separate species, C17H30IN2O8 in total. The level of theory is wB97M-V/def2-TZVPD.

```
58
Properties=species:S:1:pos:R:3:forces:R:3
I -0.737398 3.364275 -2.333470 -0.2 -0.7 0.4
O 2.715755 0.737244 -3.115179 -0.7 -0.6 1.0
O 2.067232 6.972172 1.953714 -0.1 -0.3 -0.1
O 0.244588 -2.330683 -3.211431 0.2 -1.1 0.7
O -0.777607 -5.755039 -3.679585 0.1 -0.1 -0.1
O 1.641512 -1.551794 -1.793837 0.0 0.7 1.7
O -2.615757 -6.237283 1.624481 -0.1 0.1 -0.2
O 0.827216 1.318126 -4.147449 -0.3 -0.3 0.1
O 2.323588 3.450132 -1.106959 -0.2 -0.3 0.1
N 0.943430 -2.707052 -2.362089 -0.9 0.3 -1.8
N -0.885996 -0.052714 0.342614 0.1 0.2 -0.3
C 3.278188 3.764617 -0.087523 0.3 0.1 -0.2
C 0.553145 0.607592 -1.916826 0.1 -0.2 1.4
C -2.789155 -8.473650 2.546036 -0.1 0.0 0.0
C -2.435193 -7.626058 1.339874 0.2 0.0 0.4
C -1.690106 3.379841 0.883724 -0.8 -0.4 -0.9
C -1.497556 4.561412 0.954898 0.2 0.3 0.0
C 0.735474 -0.654434 -1.275815 0.0 1.4 -0.7
C 0.547147 7.431517 3.781597 -0.1 -0.1 0.0
C 1.378286 0.931922 -3.158495 0.2 0.2 -0.9
C -0.405975 1.505774 -1.366434 0.4 0.3 -0.6
C -1.123218 1.163369 -0.203229 0.0 0.2 -0.3
C -1.252885 -6.234057 -2.426478 0.0 0.5 0.0
C -2.363371 -5.340802 -1.904975 -0.1 -0.1 0.1
C -2.175147 2.013795 0.510378 0.6 0.2 1.1
C 1.554121 6.466272 3.184548 0.1 0.5 0.1
C 3.942646 5.096892 -0.367212 -0.1 0.1 -0.1
C -0.012012 -0.941506 -0.143953 0.7 -0.9 -0.3
H -0.277099 7.602266 3.086659 0.0 -0.1 0.0
H -2.040200 -6.015220 2.363167 -0.1 -0.1 0.0
H -2.158274 -8.213495 3.399797 0.1 -0.1 0.0
H 0.142536 7.045976 4.718916 0.0 0.1 0.0
H 3.196876 5.890628 -0.420210 0.0 0.0 0.1
H -1.405959 -0.322256 1.175055 0.1 0.1 -0.1
H -1.313598 5.626646 0.920898 0.0 -0.6 0.3
H 4.461238 5.074828 -1.329614 0.1 -0.1 0.1
H -3.823207 -8.297600 2.845386 0.0 0.0 -0.1
H 2.387110 6.298037 3.874396 -0.1 -0.1 0.1
H -2.415960 1.512171 1.471749 0.0 0.0 -0.5
H -2.661583 -9.535135 2.329130 0.0 0.0 0.0
H 3.017686 0.465125 -3.997077 -0.1 0.4 0.0
H -1.395464 -7.794173 1.040183 0.0 -0.1 -0.1
H -1.617242 -7.249891 -2.573765 0.1 0.0 -0.1
H 4.663928 5.344661 0.412363 0.0 0.0 0.0
H 4.021644 2.962393 -0.039851 0.0 0.0 0.1
H 2.796933 3.413891 -1.945980 0.0 0.1 0.1
H -0.451501 -4.859444 -3.540348 -0.1 -0.1 -0.1
H -2.737900 -5.702110 -0.945682 0.0 0.1 0.0
H -3.079993 -7.873684 0.496903 0.0 0.2 0.0
H 2.491754 7.816422 2.138806 0.0 0.0 0.0
H -3.190289 -5.304157 -2.615627 0.0 -0.1 0.0
H -2.004556 -4.313827 -1.777123 0.0 0.0 0.1
H 2.744546 3.796288 0.862393 -0.1 0.0 -0.1
H 1.083629 5.504954 2.974307 0.1 0.0 -0.1
H -3.121122 2.039503 -0.061371 0.5 0.2 0.0
H 0.100719 -1.907854 0.361534 -0.2 0.5 -0.1
H 1.009902 8.402000 3.974303 0.0 0.0 0.1
H -0.415504 -6.266826 -1.720225 -0.1 -0.1 0.1
```
Positions in Å, forces in eV/Å.

Summary:
max |F| = 0.0402 Eh/bohr
frontier orbital gap = 7.303 eV
total charge = +1

=====

No. 3
This record from OMol25 describes a structure of composition C17H30IrNO2P2Te. The level of theory is wB97M-V/def2-TZVPD.

```
54
Properties=species:S:1:pos:R:3:forces:R:3
Ir -0.072608 -0.112059 -0.104132 -0.3 1.6 -0.2
Te -0.634105 -1.079198 2.173432 -0.8 -2.1 3.2
P -2.177186 -0.859457 -0.694752 0.7 0.0 -0.6
P 1.789373 1.160958 0.178628 -0.1 0.2 -1.0
O 0.178932 -6.005521 -0.574512 0.0 -0.6 0.4
O -0.995962 -3.779051 -5.297174 0.6 0.4 0.1
N -0.113092 0.787700 -2.008840 -1.9 -1.8 1.4
C -2.629160 -2.597290 -0.426848 -0.4 -0.1 -0.3
C 3.337941 0.284235 -0.190799 0.4 0.3 0.4
C -0.522510 2.302352 4.966741 0.2 -0.3 0.1
C 2.088472 2.096023 1.686397 0.4 0.3 0.1
C -2.026529 -0.582682 -2.446801 -0.3 -0.2 -0.4
C -0.088740 0.264769 3.757937 0.4 -0.1 -0.6
C 1.095842 0.051597 4.476610 -0.3 0.6 0.2
C -0.914424 0.701252 -4.270878 -2.2 -2.4 1.5
C 0.791508 2.256975 -3.632452 -0.5 -0.6 -0.6
C 0.733019 1.774347 -2.324355 1.6 1.4 -0.3
C 0.683967 2.133575 5.659219 -0.2 0.0 -0.2
C -0.006920 1.680251 -4.620544 2.2 2.4 -0.8
C 1.641189 2.328861 -1.248310 -0.1 0.2 0.1
C -3.603450 0.125497 -0.117824 -0.2 -0.1 -0.2
C -0.934223 1.345317 4.031854 0.5 0.1 0.0
C 1.480473 1.002981 5.430444 -0.1 -0.3 -0.2
C -1.035799 0.285806 -2.917793 0.7 0.7 -1.3
H 2.863624 2.855240 1.505755 -0.2 -0.2 0.1
H -1.150551 3.174144 5.155474 0.2 -0.2 0.0
H -3.755226 0.010473 0.963444 0.1 0.0 -0.3
H 0.719877 -5.267856 -0.843029 0.3 0.4 -0.1
H 1.493053 3.058169 -3.844625 -0.1 -0.1 -0.2
H 0.757532 -6.525361 0.006484 -0.3 0.2 -0.2
H -1.267898 -4.685803 -5.201599 -0.2 -0.5 0.0
H 0.086950 2.005379 -5.654159 0.0 0.0 0.2
H 1.167959 2.581406 2.031013 0.1 -0.2 -0.1
H -3.434033 -2.840602 -1.135663 0.1 -0.1 0.3
H -4.496001 -0.220709 -0.658978 0.1 0.1 0.2
H 0.998913 2.883173 6.387878 -0.1 -0.2 -0.2
H 3.252901 -0.250662 -1.144056 -0.1 0.2 0.2
H 2.643930 2.519441 -1.654535 -0.1 0.1 0.1
H -1.772885 -3.257325 -0.621575 -0.2 0.3 0.1
H 1.260920 3.288021 -0.863865 0.0 -0.1 0.1
H -1.883064 1.433640 3.500992 0.3 0.1 0.1
H -2.978059 -2.744560 0.603831 0.1 0.0 -0.3
H 2.426830 1.408358 2.471458 -0.1 0.2 -0.1
H -1.575843 0.221808 -4.989450 0.1 0.2 0.1
H -3.432975 1.183489 -0.358110 0.1 -0.3 0.1
H -2.694045 -1.041717 -3.171922 0.0 0.1 0.1
H 2.403178 0.860106 5.994921 -0.2 0.1 -0.2
H -0.844231 0.571965 1.213455 -1.1 2.2 0.7
H 0.672762 -1.640486 -0.115093 -0.1 -1.4 0.1
H 1.694658 -0.838091 4.275399 0.0 0.3 0.1
H 1.119538 -1.094796 -0.581830 1.6 -0.7 -1.5
H 4.153984 1.016961 -0.252016 0.0 -0.3 0.0
H -0.041368 -3.801193 -5.121051 -0.4 0.1 -0.1
H 3.543583 -0.429844 0.616221 0.0 0.1 -0.2
```
Positions in Å, forces in eV/Å.

Summary:
max |F| = 0.0765 Eh/bohr
energy relative to the best compared isomer or geometry (same formula, charge and spin) = 0.000 eV
frontier orbital gap (alpha / beta) = 3.797 / 6.093 eV
2S+1 = 5
<S²> = 6.036
total charge = 0

=====

No. 4
This record from OMol25 describes a cluster of 2 separate species, C17H30N4O2 in total. The level of theory is wB97M-V/def2-TZVPD.

```
53
Properties=species:S:1:pos:R:3:forces:R:3
O -3.622354 -1.134788 -1.577819 0.4 0.7 0.4
O -4.577851 -0.332259 0.321844 0.5 0.5 -0.3
N -0.016190 -0.348048 0.146769 -1.5 0.7 -1.1
N -0.594708 0.963397 2.120363 -0.4 -0.9 -1.3
N -1.987761 1.033786 0.240119 0.3 -0.4 -0.7
N -2.803649 1.934407 0.911747 -0.3 1.3 0.0
C 5.363180 -1.671553 0.624552 -2.6 -0.3 -0.1
C 3.506690 -1.693457 2.425021 0.9 -0.3 -2.7
C -0.019179 -0.285755 -1.338860 1.3 -0.1 -1.0
C 4.919262 -1.609303 2.019967 -1.1 -0.1 -0.9
C 0.030329 1.980142 -2.657458 1.2 0.0 0.5
C 0.978942 -1.979530 1.855475 0.3 1.0 -0.4
C 1.985125 0.374637 -2.888847 -0.7 0.5 -0.1
C 2.461978 -1.893014 1.385249 2.6 0.1 0.4
C -4.133362 -1.234212 -0.434173 -0.2 -0.4 0.2
C 2.936499 -1.993403 0.013649 0.7 0.2 0.8
C -0.903824 0.551694 0.761833 1.0 -0.3 1.9
C -2.780713 3.266849 0.260297 -0.3 1.0 0.5
C -4.223515 -2.657761 0.119301 -0.2 -0.2 0.3
C -0.085888 -1.725120 0.698449 0.1 -1.2 2.4
C 0.892757 0.922337 -1.853851 0.0 -0.5 -1.2
C -1.695646 4.247807 0.875854 0.1 0.2 -1.0
C 4.342905 -1.870195 -0.399103 -0.9 0.1 2.3
H 6.426734 -1.591733 0.298509 -1.0 0.0 0.7
H 0.402553 1.174377 2.184595 -0.3 -0.5 0.0
H -3.781125 3.747813 0.457691 0.9 -0.7 -0.3
H -3.223427 -3.094263 0.186050 0.0 -0.1 -0.2
H -0.855625 3.719365 1.393123 -0.9 0.3 -0.3
H -0.454551 1.447409 -3.514957 0.1 0.6 0.9
H -3.759743 1.559299 0.976027 0.6 -0.5 -0.5
H -1.240483 4.823879 0.015256 -0.4 -0.5 1.0
H -4.673070 -2.668860 1.113371 0.0 0.1 -0.1
H -0.848148 0.189031 2.748279 0.1 0.7 -0.1
H -1.092948 -1.900950 1.183742 0.9 0.1 -0.7
H 4.563963 -1.936265 -1.495994 0.0 0.1 1.3
H 2.816783 1.125342 -2.987900 -0.7 -0.9 0.2
H 0.749933 2.729966 -3.094380 -0.9 -0.6 0.4
H -0.684619 2.521051 -1.986701 0.4 -0.5 -0.8
H 1.477930 1.375673 -1.013136 -0.8 -0.3 -0.5
H 1.498592 0.319017 -3.904680 0.5 -0.2 0.9
H 0.778828 -2.927509 2.423607 0.1 0.7 -0.8
H 3.247012 -1.636511 3.508688 0.2 0.0 -1.1
H 5.699695 -1.490279 2.804974 -0.8 -0.1 -0.6
H -2.170870 5.000475 1.556912 0.5 -0.9 -0.4
H 0.839595 -1.145666 2.604169 0.2 -0.9 -0.6
H 0.506340 -1.216452 -1.698583 -0.8 0.9 0.5
H -2.669040 3.221951 -0.856780 -0.1 -0.2 0.9
H -2.273253 0.744401 -0.710527 -0.2 -0.3 0.4
H 0.050865 -2.538068 -0.054031 -0.2 1.2 0.1
H -1.035201 -0.309413 -1.819789 0.7 0.0 0.6
H 2.190481 -2.175921 -0.791745 0.7 0.2 0.7
H 2.372934 -0.638797 -2.613053 -0.2 1.0 -0.2
H -4.833164 -3.275020 -0.543114 0.2 0.0 0.0
```
Positions in Å, forces in eV/Å.

Summary:
max |F| = 0.0559 Eh/bohr
energy relative to the best compared isomer or geometry (same formula, charge and spin) = 5.674 eV
frontier orbital gap = 7.883 eV
total charge = 0

=====

> Which value of max |F| does entry 1 give?

0.2573 Eh/bohr

=====

> What is the max |F| in the third record?

0.0765 Eh/bohr